DFT (ωB97M-V/def2-TZVPD) results for a structure of composition C47H39CoF9N5O3P.

```
105
Properties=species:S:1:pos:R:3:mulliken_charge:R:1
Co 0.1330 0.9548 0.1120 0.161
C -0.4715 -1.3118 -2.2157 -1.252
N -0.8948 -0.2123 -1.3761 1.899
C -2.0564 0.2997 -1.6174 -0.729
C -2.4787 1.3933 -0.8453 -0.202
C -3.6394 2.1783 -0.8400 -1.203
C -3.4396 3.1426 0.1380 -0.959
C -2.1721 2.9114 0.6768 -1.043
N -1.5916 1.8645 0.0904 1.386
C -0.6689 -1.0667 -3.6882 0.380
C -0.9854 -2.0914 -4.5701 -0.630
C -1.0381 -1.8504 -5.9332 -0.605
C -0.8161 -0.5763 -6.4271 -0.604
C -0.5435 0.4605 -5.5495 -0.633
C -0.4663 0.2123 -4.1943 0.818
H -0.9819 -2.2318 -1.8953 0.327
H 0.6051 -1.4503 -2.0702 0.214
H -2.6993 -0.0784 -2.4192 0.403
H -4.5010 2.0546 -1.4730 0.501
H -4.1180 3.9266 0.4307 0.445
H -1.6680 3.4683 1.4491 0.583
H -1.1776 -3.0860 -4.1898 0.413
H -1.2596 -2.6631 -6.6109 0.359
H -0.8565 -0.3929 -7.4917 0.392
H -0.3789 1.4615 -5.9255 0.410
H -0.2460 1.0110 -3.5031 -0.467
F -4.7751 -6.0846 5.1692 -0.279
C -5.2203 -4.8332 4.8084 0.860
F -6.4213 -5.0630 4.2373 -0.292
F -5.4944 -4.2507 6.0066 -0.276
C -4.2730 -4.0691 3.9825 0.307
C -3.1235 -3.5313 4.5938 -1.163
C -2.2125 -2.8294 3.8556 -0.185
C -2.3741 -2.6674 2.4619 0.154
C -3.5485 -3.1694 1.8738 -0.947
C -4.4819 -3.8571 2.6049 -0.798
P -1.1977 -1.7262 1.4472 0.713
C -0.8622 -0.4090 2.6846 0.687
C 0.2869 -0.3418 3.4762 0.326
C 0.4135 0.6287 4.4471 -0.738
C -0.6094 1.5587 4.6318 0.569
C -1.7779 1.4798 3.8676 -0.872
C -1.9038 0.4906 2.9219 -1.124
C -0.5105 2.6268 5.6633 0.791
F 0.7362 2.8629 6.1127 -0.286
F -1.2311 2.3426 6.7916 -0.304
F -0.9832 3.8254 5.2580 -0.282
C 0.3164 -2.7596 1.5929 0.043
C 0.4520 -3.9013 2.3907 -0.211
C 1.5712 -4.6995 2.3001 -1.478
C 2.5619 -4.4133 1.3512 0.158
C 2.4123 -3.3073 0.5064 -1.020
C 1.3158 -2.4926 0.6425 1.152
C 3.7617 -5.2763 1.2172 0.962
F 3.7047 -6.1404 0.1603 -0.291
F 4.9111 -4.5932 1.0282 -0.265
F 3.9908 -6.0742 2.2832 -0.304
H -2.9786 -3.6827 5.6541 0.410
H -1.3514 -2.3908 4.3376 0.596
H -3.7086 -3.0015 0.8188 0.453
H -5.3803 -4.2375 2.1412 0.426
H 1.0900 -1.0429 3.3022 0.251
H 1.3046 0.6779 5.0588 0.280
H -2.5701 2.1947 4.0369 0.388
H -2.8108 0.4100 2.3396 0.260
H -0.3204 -4.1586 3.1009 0.383
H 1.6966 -5.5426 2.9667 0.426
H 3.1601 -3.0977 -0.2447 0.415
H 1.2195 -1.5975 0.0421 -0.794
N 1.5059 0.6703 0.9829 0.224
C 2.7722 0.7849 1.2860 -0.306
C 3.1763 1.4896 2.4589 -0.491
C 4.5009 1.6170 2.7934 -0.736
C 5.4949 1.0543 2.0003 -0.691
C 5.1300 0.3672 0.8474 -1.202
C 3.8138 0.2226 0.4910 0.480
H 2.4013 1.9303 3.0692 0.508
H 4.7724 2.1708 3.6852 0.355
H 6.5349 1.1488 2.2808 0.327
H 5.9022 -0.0642 0.2222 0.406
H 3.5397 -0.3072 -0.4090 0.488
C -0.1761 4.0389 -3.4568 -0.747
C 0.9588 4.8507 -2.8422 -1.594
C 2.0975 3.9596 -2.3117 2.760
C 3.1203 4.7988 -1.5221 -1.505
C 4.1975 3.9271 -0.8888 -0.892
C 2.8212 3.3603 -3.4994 -0.174
O 3.3059 4.0450 -4.3845 -0.746
N 2.9105 2.0149 -3.5023 0.279
C 2.2159 1.1028 -2.6373 -0.953
O 2.3624 -0.0791 -2.8761 -0.777
N 1.4797 1.6277 -1.6661 1.447
C 1.4679 2.9348 -1.3711 -0.867
O 0.9101 3.3344 -0.3550 -0.560
H -0.9525 4.7050 -3.8309 0.525
H -0.6211 3.3849 -2.7101 -0.089
H 0.1828 3.4278 -4.2840 0.149
H 0.5668 5.4358 -2.0099 0.430
H 1.3769 5.5269 -3.5910 0.491
H 2.5854 5.3407 -0.7422 0.404
H 3.5758 5.5231 -2.2024 0.463
H 3.7495 3.2101 -0.2061 0.043
H 4.9078 4.5347 -0.3311 0.514
H 4.7443 3.3748 -1.6496 0.246
H 3.4224 1.5777 -4.2621 0.328
```

As for the LUMO energy (spin up / spin down): 3.8 / 3.8 eV. Its spin multiplicity is 2. For the HOMO-LUMO gap (spin up / spin down), the calculation gives 4.04 / 4.32 eV. Its largest force on an atom is 3.0 eV/A. The calculation puts the energy above the lowest of the compared OMol25 structures with the same formula, charge and spin at 2.419 eV. The calculation puts the total energy at -4936.997805 Eh. For the highest occupied orbital energy (spin up / spin down), the calculation gives -0.27 / -0.55 eV. As for the charge: -2.

***

DFT (ωB97M-V/def2-TZVPD) results for a structure of composition C10H7F6N4NiO5S3.

```
36
Properties=species:S:1:pos:R:3:mulliken_charge:R:1
Ni -0.7131 -0.1967 -0.4122 -0.132
N -1.1853 -3.0557 2.4676 -0.493
C -1.0352 -2.4796 1.2551 0.750
S -2.1203 -1.0844 1.0014 0.193
N -0.2543 -2.9317 0.3362 -1.029
N -0.1503 -1.9872 -0.7086 0.670
C 0.5121 -2.3995 -1.7273 0.002
C 0.8779 -1.6072 -2.8742 0.230
C 1.5587 -2.2540 -3.9200 -0.624
C 1.9830 -1.5776 -5.0368 -0.691
C 1.7337 -0.1968 -5.1133 -0.338
C 1.0845 0.4669 -4.1045 -0.660
C 0.6230 -0.2118 -2.9463 0.631
O 0.0045 0.4588 -2.0325 -0.647
H -1.6196 -2.4358 3.1438 0.255
H -0.4195 -3.6212 2.7940 0.260
H 0.8527 -3.4319 -1.6845 0.380
H 1.7464 -3.3187 -3.8255 0.317
H 2.5030 -2.0925 -5.8329 0.384
H 2.0642 0.3580 -5.9840 0.351
H 0.8957 1.5314 -4.1548 0.428
F 1.9217 2.4949 -0.1191 -0.205
C 1.3099 2.9136 0.9893 0.497
F 0.8074 4.1272 0.7582 -0.233
F 2.2143 3.0022 1.9638 -0.234
S 0.0015 1.7187 1.4805 1.472
O 0.7110 0.4614 1.6692 -0.675
O -0.8855 1.6928 0.2865 -0.681
N -0.6094 2.4198 2.6941 -0.444
S -0.8027 1.5990 4.1199 0.498
O -2.3650 -0.5029 2.3827 -0.594
O -0.0009 2.2474 5.1680 -0.658
C -2.4906 2.3429 4.4106 0.740
F -2.4353 3.6660 4.5849 -0.250
F -3.3415 2.0806 3.4257 -0.210
F -2.9767 1.8038 5.5450 -0.263
```

As for the LUMO energy (spin up / spin down): 2.6 / 2.7 eV. Its spin multiplicity is 1. For the HOMO-LUMO gap (spin up / spin down), the calculation gives 7.91 / 7.76 eV. Its largest force on an atom is 0.6 eV/A. The calculation puts the total energy at -4282.637466 Eh. For the highest occupied orbital energy (spin up / spin down), the calculation gives -5.33 / -5.11 eV. As for the charge: -1.

***

DFT (ωB97M-V/def2-TZVPD) results for the molecule C7H10.

```
17
Properties=species:S:1:pos:R:3:mulliken_charge:R:1
C 1.2889 -0.2728 1.1869 -0.662
C 1.2578 0.7805 0.1222 -0.472
C 1.2735 -0.7027 -0.2435 -0.320
C -0.0889 -0.5543 -0.9569 -0.341
C -1.4859 -0.7426 -0.3162 -0.564
C -1.3810 0.6507 0.3533 -0.952
C -0.1298 0.9316 -0.5229 0.157
H 2.2557 -0.3723 1.6755 0.266
H 0.4484 -0.4685 1.8473 0.112
H 2.0552 1.5129 0.0321 0.386
H 2.0984 -1.2723 -0.6634 0.364
H -0.0138 -0.8515 -2.0056 0.429
H -1.7436 -1.6196 0.2830 0.307
H -2.2005 -0.6694 -1.1425 0.289
H -2.2406 1.3095 0.2038 0.306
H -1.1614 0.6274 1.4243 0.216
H -0.2324 1.7134 -1.2774 0.480
```

As for the LUMO energy: 1.2 eV. Its spin multiplicity is 1. For the HOMO-LUMO gap, the calculation gives 10.27 eV. Its largest force on an atom is 0.3 eV/A. The calculation puts the energy above the lowest of the compared OMol25 structures with the same formula, charge and spin at 2.686 eV. The calculation puts the total energy at -272.619279 Eh. Its SMILES is C1C[C@H]2[C@@H]1[C@H]1C[C@@H]21. For the highest occupied orbital energy, the calculation gives -9.03 eV. As for the charge: 0.

***

DFT (ωB97M-V/def2-TZVPD) results for a structure of composition C36H50MgN3O6Se.

```
97
Properties=species:S:1:pos:R:3:mulliken_charge:R:1
Mg -9.0836 -5.6736 17.1709 1.377
C -3.6195 -10.6396 19.5497 -1.951
C -3.2430 -9.1421 19.5256 1.885
C -2.0517 -8.9823 18.5568 -1.596
C -2.6850 -8.7129 20.9547 -1.521
C -4.4089 -8.2920 19.0871 -0.223
C -5.7270 -8.7316 18.8684 -0.832
C -6.6806 -7.8043 18.4313 0.333
Se -8.5153 -8.3525 18.4612 0.024
C -8.8832 -9.1390 16.7564 -0.541
C -8.5453 -10.4829 16.5473 -0.168
C -8.7748 -11.0827 15.3208 -0.194
C -9.5380 -10.3593 14.3825 -0.342
C -9.7590 -8.9852 14.5002 -0.367
C -9.3768 -8.3361 15.6948 0.703
O -9.4637 -7.0419 15.8412 -0.136
C -10.3115 -8.2072 13.3389 2.781
C -10.6375 -9.1313 12.1770 -2.386
C -11.5844 -7.4006 13.7303 -1.543
C -9.1917 -7.2532 12.8680 -0.961
C -8.1926 -12.4900 14.9962 1.941
C -9.4588 -13.4052 14.8795 -1.704
C -7.5318 -12.4703 13.5940 -1.639
C -7.1648 -12.9881 16.0363 -1.989
C -6.3953 -6.4368 18.1539 0.273
O -7.2752 -5.5684 17.7308 -1.225
C -4.9808 -6.0379 18.2697 0.201
C -4.0951 -6.8971 18.8584 -1.000
C -4.6071 -4.5543 18.0517 2.317
C -4.7574 -4.1512 16.5413 -1.193
C -5.4820 -3.6971 19.0757 -1.570
C -3.1842 -4.3098 18.3556 -2.350
H -2.7031 -11.1950 19.9387 0.415
H -4.4713 -10.8610 20.2108 0.336
H -3.8604 -11.0178 18.5611 0.355
H -1.2610 -9.6485 18.9067 0.468
H -2.3862 -9.4457 17.6455 0.409
H -1.7055 -7.9681 18.4487 0.312
H -1.7710 -9.2498 21.2215 0.429
H -2.4579 -7.6530 20.9853 0.311
H -3.5025 -8.8493 21.7065 0.334
H -6.0451 -9.7446 18.9793 0.373
H -8.0297 -11.0164 17.3254 0.070
H -9.7361 -10.8438 13.4353 0.207
H -11.2892 -9.9652 12.5612 0.408
H -10.9880 -8.5651 11.3318 0.432
H -9.7704 -9.6648 11.8275 0.496
H -12.3831 -8.0992 13.9502 0.466
H -11.3585 -6.8823 14.6644 0.026
H -11.9663 -6.6362 12.9817 0.217
H -8.2318 -7.8064 12.8456 0.298
H -9.4654 -6.7875 11.8890 0.449
H -9.1078 -6.4455 13.5825 -0.254
H -10.0968 -12.9840 14.1241 0.364
H -9.1718 -14.3786 14.5340 0.496
H -10.0122 -13.5071 15.8218 0.286
H -8.2124 -12.3718 12.7286 0.310
H -6.8259 -11.6496 13.6014 0.380
H -6.9378 -13.3584 13.3912 0.437
H -7.6319 -12.9840 17.0461 0.367
H -6.8321 -13.9668 15.8168 0.470
H -6.2826 -12.3098 16.1027 0.380
H -3.1187 -6.6330 19.1737 0.552
H -5.8470 -4.1640 16.2894 -0.219
H -4.3862 -3.1155 16.4265 0.504
H -4.1756 -4.8589 15.9828 0.466
H -6.4863 -3.5222 18.6995 0.190
H -5.5751 -4.2437 19.9806 0.306
H -4.9308 -2.7715 19.3147 0.434
H -2.4631 -4.9147 17.7750 0.385
H -2.9160 -3.2496 18.1435 0.452
H -2.8645 -4.4427 19.3913 0.403
C -13.8727 -4.6541 14.3297 -1.342
C -12.6284 -4.2852 15.0935 0.630
O -12.5273 -4.4829 16.2795 -0.563
N -11.7104 -3.6624 14.2725 0.015
C -10.5434 -2.9492 14.8080 -1.281
C -9.1168 -3.2832 14.4317 0.674
C -8.4315 -2.5835 13.4067 -0.877
C -7.1887 -3.0759 12.9426 -0.578
C -6.7114 -4.2658 13.5009 -1.160
C -7.4780 -4.9066 14.5063 -0.292
N -8.6287 -4.4015 14.9807 0.829
H -14.3256 -5.5828 14.7102 0.303
H -13.7273 -4.8259 13.2647 0.373
H -14.6039 -3.8102 14.4353 0.356
H -11.9484 -3.7104 13.2857 0.288
H -10.6762 -2.9677 15.8673 0.180
H -10.6236 -1.9036 14.5075 0.504
H -8.9156 -1.7561 12.8711 0.361
H -6.7385 -2.6207 12.1151 0.485
H -5.8533 -4.7593 13.0941 0.555
H -7.2826 -5.9424 14.8843 0.354
O -10.9295 -3.1619 19.2216 -0.737
N -10.2932 -3.9824 18.5942 1.303
O -10.5152 -5.2003 18.6680 -0.683
O -9.3514 -3.6321 17.8509 -0.622
```

As for the LUMO energy: 2.4 eV. Its spin multiplicity is 1. For the HOMO-LUMO gap, the calculation gives 6.89 eV. Its largest force on an atom is 2.9 eV/A. The calculation puts the total energy at -4619.137327 Eh. For the highest occupied orbital energy, the calculation gives -4.54 eV. As for the charge: -1.

***

DFT (ωB97M-V/def2-TZVPD) results for a cluster of 2 separate species, C3H8O2 in total.

```
13
Properties=species:S:1:pos:R:3:mulliken_charge:R:1
O -3.0897 1.2780 0.5121 -0.228
C -2.3213 1.7605 -0.2927 -0.148
H -2.4137 1.5435 -1.4062 0.319
H -1.6241 2.5038 0.0343 0.376
C 0.8830 -0.2598 -0.2941 -0.013
O 0.7231 0.5333 0.8346 -0.303
C 1.4175 -1.6155 0.0777 -1.009
H -0.0711 -0.3787 -0.7151 0.173
H 1.5463 0.2049 -0.9921 0.386
H -0.0727 0.2370 1.4079 0.434
H 1.7922 -1.5990 1.1714 0.313
H 0.8284 -2.4225 0.0492 0.400
H 2.4021 -1.7853 -0.3871 0.300
```

As for the LUMO energy (spin up / spin down): -4.6 / -10.5 eV. Its spin multiplicity is 2. For the HOMO-LUMO gap (spin up / spin down), the calculation gives 11.72 / 3.79 eV. Its largest force on an atom is 5.7 eV/A. The calculation puts the energy above the lowest of the compared OMol25 structures with the same formula, charge and spin at 3.241 eV. The calculation puts the total energy at -269.128099 Eh. For the highest occupied orbital energy (spin up / spin down), the calculation gives -16.30 / -14.28 eV. As for the charge: +1.